# 1
Below is a structure of composition C34H38N3OP2STi, with properties calculated with ωB97M-V/def2-TZVPD.

Geometry as XYZ:
```
80
Properties=species:S:1:pos:R:3:forces:R:3:mulliken_charge:R:1
C 0.8699 3.8575 3.3993 -0.027 -0.035 -0.084 -1.4749
H 2.4727 0.2275 -1.4295 -0.011 -0.071 0.006 0.2342
H -3.7100 -5.5004 1.3777 -0.034 0.030 -0.012 0.4053
N -2.3744 -0.1215 -0.2397 -1.121 -1.425 -0.226 0.9410
C 0.8135 -1.8969 -0.7513 0.008 0.089 0.037 1.1549
H 1.7277 1.5757 -2.3141 0.025 -0.014 -0.018 0.2221
H -3.6918 0.0734 -4.2297 0.012 -0.013 -0.015 0.4795
H 3.7451 1.9873 1.0807 0.017 -0.011 0.008 0.5311
H 0.3495 -1.5838 -4.1012 -0.007 0.001 0.003 0.4696
H -2.1987 0.1145 -6.2453 0.018 -0.010 -0.001 0.4092
C -1.9108 0.5978 -5.3234 0.031 0.012 0.091 -0.8223
C -2.7472 2.2222 1.7715 0.055 0.112 0.332 0.1716
H 0.1247 1.2342 3.2937 0.032 -0.031 -0.084 0.4893
H -3.0076 1.0973 -1.6506 0.135 -0.097 -0.061 0.5100
H 1.2307 4.7589 2.9057 0.009 0.018 0.049 0.3912
H 2.9470 3.8039 -0.3063 0.022 0.005 0.014 0.5336
H -0.9859 5.1098 1.8619 -0.002 -0.001 0.004 0.4420
C 0.4607 -1.4854 3.4439 0.052 0.031 -0.057 -0.9011
N -2.4114 1.2018 -3.0844 0.111 0.130 -0.104 -0.2743
C -1.2068 4.0566 1.9911 -0.013 -0.022 0.013 -0.2540
H -0.6049 -1.2872 3.4880 -0.005 -0.027 0.035 0.5051
C -1.2401 1.8666 -3.0482 -0.217 -0.351 -0.288 0.3315
H 3.0902 -2.0730 5.4839 0.015 -0.016 -0.017 0.4248
H -4.1622 -1.1338 -0.1954 0.025 0.055 -0.038 0.4038
H 0.6598 -1.6079 5.5695 0.019 0.027 0.003 0.4770
N -0.3610 1.8681 -4.0485 0.090 0.078 0.038 -0.3854
H -0.4192 -0.6282 -1.9719 -0.085 0.032 -0.095 0.5979
C -2.7363 0.5850 -4.2201 0.008 -0.015 -0.044 -0.3907
C 1.0949 -1.5789 2.2012 -0.023 0.240 -0.016 1.2162
H -2.0717 0.3497 2.5884 0.008 -0.020 -0.043 0.4722
C 1.6993 -2.9722 -3.1713 -0.029 0.000 0.010 -0.8229
C -2.5741 -2.3895 0.5777 0.413 -0.271 0.194 1.1787
C -1.2290 -2.5425 0.9791 -0.157 0.053 0.041 0.9795
C -0.6792 1.2393 -5.1795 -0.141 -0.047 0.032 0.9108
C 3.1695 -2.0313 3.3404 0.086 -0.039 0.038 -0.8491
C -1.6871 -4.8299 1.6341 0.036 0.032 0.003 -0.7965
C 2.5331 -1.9353 4.5668 -0.014 0.022 0.025 -0.7529
H 0.9579 2.1226 -6.2113 0.003 -0.007 -0.007 0.3513
H 2.9698 -1.9570 1.2137 0.051 0.172 0.110 0.4020
H 2.1215 -3.3458 0.1622 -0.075 -0.072 -0.121 0.3465
H 1.0186 0.3649 -6.0992 0.011 0.012 -0.026 0.2323
C 1.8966 3.6918 -0.0402 -0.332 -0.068 0.140 -1.0646
C -0.2928 3.2460 2.6656 -0.014 -0.052 0.112 0.6927
C 2.8263 1.4440 1.3023 -0.246 0.067 -0.012 -1.1370
H 2.9361 -4.2411 -1.9667 -0.028 -0.015 0.007 0.4455
C 2.3421 1.3071 -1.4535 -0.087 0.095 0.037 -1.0733
H 4.2288 -2.2500 3.2976 -0.010 0.000 -0.010 0.4459
H 2.5089 1.6736 2.3178 0.028 -0.027 0.014 0.0861
C 0.7515 -1.9596 -3.1685 -0.002 0.029 -0.099 -0.6105
C -0.5685 1.8824 2.7690 -0.116 0.181 0.111 0.0062
C -3.0206 -4.6750 1.2615 0.063 -0.116 0.043 -0.7654
P 1.5315 1.8983 0.0832 1.196 -0.005 -0.263 0.9600
H 0.2247 -3.9017 1.7804 0.001 -0.022 0.044 0.3418
H -1.3340 -5.7683 2.0400 -0.020 -0.012 -0.022 0.4694
C 2.1962 -3.4511 -1.9684 0.064 -0.044 0.017 -0.8932
C 1.7469 -2.9305 -0.7638 -0.013 -0.049 -0.022 -0.8933
S -0.8494 2.7880 -1.6182 0.247 0.582 -0.359 -0.5682
H -4.4877 -3.3650 0.4432 0.011 0.028 -0.003 0.4861
C 0.3179 -1.4225 -1.9686 0.173 -0.024 0.218 -0.4168
H -3.7495 1.8733 1.5793 0.058 -0.101 -0.241 0.3622
H 3.3209 1.7792 -1.5520 0.005 0.001 0.014 0.5530
C 0.3551 1.2188 -6.2581 -0.009 0.039 -0.007 -1.2226
C -0.8092 -3.7722 1.4892 -0.090 0.046 0.003 -0.5928
Ti -0.9492 1.0596 0.0621 0.596 1.312 0.145 0.0643
H -3.1285 4.2155 1.0668 -0.011 -0.030 -0.029 0.4144
C -3.1005 -1.1911 0.0153 -0.403 0.126 -0.200 -1.6822
C -3.4521 -3.4789 0.7409 -0.087 0.112 -0.061 -1.1746
C 2.4570 -1.8573 2.1612 -0.048 0.000 -0.016 -0.8763
H 1.7175 4.1684 0.9217 0.037 0.036 -0.046 0.2215
C 1.1713 -1.6651 4.6175 -0.041 -0.026 0.001 -0.7989
P 0.0233 -1.2215 0.7641 0.245 -0.831 -0.217 1.6373
H -0.0960 1.1219 -7.2441 0.010 -0.022 0.006 0.4103
C -1.7993 1.3690 2.3400 -0.242 0.171 0.592 -1.3471
H 1.6992 3.1628 3.5168 0.010 0.012 0.005 0.3557
H 0.5397 4.1406 4.4007 0.033 0.030 0.006 0.4201
O -3.1166 1.0005 -0.6296 -0.368 0.033 0.256 -0.7213
H 1.2746 4.1608 -0.7965 0.027 0.030 -0.024 0.3646
H 3.0176 0.3806 1.2448 0.086 -0.154 0.010 0.1872
C -2.4172 3.5543 1.5422 -0.062 0.082 0.132 -0.9935
H 2.0411 -3.3996 -4.1045 0.011 0.032 -0.011 0.4172
```
Positions in Å, forces in eV/Å.

Computed properties:
* E_tot: -3488.097300 Ha
* HOMO-LUMO gap (spin up / spin down): 6.417 / 7.698 eV
* HOMO level (spin up / spin down): -9.0 / -10.8 eV
* net charge: +1
* relative energy (zero: lowest compared OMol25 entry of this formula, charge and spin): 1.123 eV
* LUMO (spin up / spin down): -2.58 / -3.12 eV
* multiplicity: 3

---

# 2
Below is a cluster of 2 separate species, C34H38N4O2 in total, with properties calculated with ωB97M-V/def2-TZVPD.

Geometry as XYZ:
```
78
Properties=species:S:1:pos:R:3:forces:R:3:mulliken_charge:R:1
N 3.5147 6.6231 -2.8098 0.038 0.274 -0.047 0.0440
H 6.3001 -3.9630 4.2708 -0.218 0.027 -0.019 0.3502
C 4.1918 -2.0714 2.6584 -0.295 0.267 -0.152 0.2784
C 3.9344 4.3066 -2.1990 -0.001 0.345 0.261 -0.9006
H 2.0345 8.1334 -2.9284 0.121 -0.039 0.176 0.3362
H 5.7558 -4.5774 1.4600 0.000 0.251 -0.060 0.3184
C 2.5854 5.7427 -0.7529 0.027 -0.231 0.207 -0.7535
H 4.2168 2.3099 -1.4822 -0.319 0.063 -0.207 0.3930
H -4.3878 0.2548 7.0160 0.197 0.014 -0.079 0.3478
N 5.1350 -3.0697 2.7815 0.396 -0.352 0.117 0.1353
H 4.8690 -4.9065 3.7943 0.009 0.089 0.170 0.3501
C 3.6948 3.2550 -1.3412 -0.444 0.087 -0.004 -0.8778
H 5.0397 6.9584 -4.2259 -0.073 -0.192 0.037 0.3025
C 3.6401 0.2048 2.0664 -0.166 -0.074 -0.151 -0.3902
H 4.6767 -3.4221 4.7887 0.180 -0.183 -0.147 0.3355
C -1.8572 1.3960 5.3523 0.466 0.010 -0.213 1.4389
H 2.6510 -1.5389 -1.1444 -0.225 -0.224 0.310 0.5339
C -0.8436 0.4114 5.4828 -0.167 0.489 -0.248 -0.7804
H 4.0020 1.1956 1.7953 -0.119 -0.320 0.007 0.6103
H 5.5051 -0.7379 1.5410 -0.297 0.039 0.401 0.5397
H 1.0861 -0.1983 4.8734 -0.204 0.127 -0.153 0.7711
C 2.3043 4.6594 0.0651 0.138 0.026 -0.594 -1.0034
C 1.3420 -2.8140 0.0114 -0.245 0.251 -0.216 -0.5835
H -0.8868 -0.3172 6.2943 0.246 0.455 -0.142 0.3170
H 0.8507 3.0635 1.6352 0.319 -0.270 0.076 0.0485
H -0.2013 -3.8773 1.0721 -0.003 0.321 -0.065 0.3862
C 3.3472 5.5809 -1.9492 -0.113 -0.499 0.199 2.1179
C 5.2433 -3.8864 3.9738 -0.268 0.063 -0.268 -1.1575
H 0.9137 -1.4707 3.2161 0.227 0.125 -0.083 0.8283
O 3.2922 0.0575 -1.9916 -1.003 0.999 -0.602 -0.6903
H 3.3957 7.0244 -4.8484 0.037 -0.255 0.072 0.3618
C 2.2990 0.0388 2.4847 0.247 -0.581 0.258 0.1299
C 2.3214 2.1722 0.4033 1.273 -0.377 -0.791 -0.1736
H -1.0945 0.2286 0.0147 0.129 -0.363 -0.069 0.3625
C 4.5209 -0.8576 2.0037 -0.120 -0.249 0.403 -0.6225
H -1.7872 -1.9560 1.0578 0.326 0.152 -0.126 0.3788
H -3.0486 3.5418 6.0140 -0.230 -0.068 0.285 0.3085
H 4.1204 5.4398 -4.4489 -0.094 0.312 -0.007 0.3263
C -0.8020 -1.8414 0.5969 0.279 -0.313 0.040 -0.6764
C 1.4833 2.1831 1.5056 -0.998 -0.801 1.374 -1.0757
H 4.5764 4.1448 -3.0659 -0.138 0.085 0.432 0.2250
H -3.5228 2.9607 7.6318 0.104 -0.068 -0.180 0.3343
H 7.0120 -3.3891 1.8742 -0.132 -0.007 -0.150 0.3079
C 2.7670 3.3642 -0.2713 0.010 0.073 -0.080 0.0813
H 3.0284 8.1387 -1.4360 0.054 0.108 -0.323 0.3549
N -2.8574 1.4893 6.2824 -0.416 0.038 0.208 0.0793
N 2.2253 0.7131 -2.2441 0.582 0.588 -0.370 1.1735
C 0.0851 -2.9308 0.6085 -0.155 0.042 0.090 -0.5165
C 0.8223 -0.5313 -0.6650 0.195 -0.440 0.706 1.4183
C -1.7879 2.2928 4.2506 0.058 -0.413 0.011 -1.0332
H -4.6044 2.6869 6.2605 0.164 0.060 -0.058 0.3322
C 3.0407 7.9587 -2.5141 -0.072 0.049 0.004 -1.1880
C 4.0488 6.4868 -4.1471 0.159 0.044 -0.140 -1.0374
H 2.6284 -3.1583 3.7001 -0.022 0.226 -0.350 0.4609
C 1.3348 1.1371 2.4493 0.181 0.800 -1.227 0.9133
C -0.8385 2.1036 3.2577 0.200 -0.233 0.391 -0.9063
O 2.1471 1.4566 -3.2649 0.113 -0.681 1.451 -0.7293
C 5.9397 -3.5080 1.6581 0.033 0.257 0.150 -1.0887
H 2.8206 1.2496 0.0954 0.042 0.512 0.452 0.8103
C 1.6997 -1.6405 -0.6359 -0.277 -0.275 0.184 -0.4746
C 1.9494 -1.2414 2.9802 0.030 0.205 0.171 -0.7075
C -3.2926 0.3422 7.0503 0.187 0.046 0.091 -1.0977
H 2.0535 -3.6407 0.0219 -0.260 0.116 0.046 0.3964
H -2.8486 -0.5648 6.6279 -0.295 0.165 0.198 0.3369
C 0.2442 1.1963 3.4229 -0.442 0.264 0.640 0.6866
H -2.5336 3.0860 4.1575 0.193 -0.464 -0.208 0.3085
C 2.8920 -2.2283 3.1924 0.453 0.164 -0.359 -0.9988
C -3.5457 2.7332 6.5560 -0.053 -0.059 -0.160 -1.0408
H 1.7165 4.8100 0.9725 0.088 0.006 -0.373 0.4428
H -3.0040 0.4316 8.1083 0.011 -0.101 -0.133 0.3324
H 5.6758 -2.9215 0.7708 0.134 -0.243 0.164 0.3459
C 0.2337 0.4223 4.6143 -0.200 0.071 -0.369 -0.8747
H 3.7153 8.6836 -2.9847 -0.073 -0.110 0.159 0.3850
C 1.1910 0.6912 -1.3163 -0.495 0.676 -0.631 -1.6658
H 0.4523 1.4949 -1.4039 0.312 -0.530 -0.528 0.4174
H 2.1907 6.7221 -0.4784 0.105 -0.436 -0.102 0.1822
H -0.9493 2.6595 2.3261 0.125 -0.049 0.347 0.4251
C -0.4312 -0.6425 -0.0045 0.443 0.115 -0.103 -0.3573
```
Positions in Å, forces in eV/Å.

Computed properties:
* E_tot: -1687.674798 Ha
* HOMO-LUMO gap: 4.909 eV
* HOMO level: -6.1 eV
* net charge: 0
* LUMO: -1.16 eV

---

# 3
Below is a structure of composition C34H39AuBrNO2Si2, with properties calculated with ωB97M-V/def2-TZVPD.

Geometry as XYZ:
```
80
Properties=species:S:1:pos:R:3:forces:R:3:mulliken_charge:R:1
C -0.3518 -0.3866 -4.2410 0.040 0.091 0.018 0.7887
Si -0.2165 -0.4520 -2.3658 -0.150 -0.028 -0.118 -0.9618
H 2.2745 -1.4670 1.0491 0.007 -0.031 -0.035 0.1690
C 1.3936 -4.2449 -1.8291 -0.002 -0.010 -0.012 -0.7084
C 1.9213 1.9814 3.0478 -0.106 0.050 -0.049 -1.3530
H 3.0413 -0.9111 2.5506 0.010 -0.041 0.009 0.4620
C 0.9360 -1.8659 -1.9504 -0.102 -0.037 0.039 0.4686
H -1.8294 1.1820 -4.2294 -0.001 0.022 -0.002 0.2527
H 4.1590 -2.4562 -1.0437 0.002 -0.006 0.006 0.4115
H -1.4608 3.9239 4.3729 0.022 -0.003 -0.005 0.4451
Si 1.8828 0.9635 1.4865 -0.037 0.348 -0.395 0.5024
O -1.3447 2.8671 2.2869 -0.036 0.094 -0.193 -0.6495
C -1.7576 0.6859 5.1974 -0.071 0.067 -0.044 0.4161
C -1.5732 1.8095 4.3892 0.160 -0.104 0.053 0.3076
C -1.5776 3.0587 5.0106 0.026 -0.004 0.001 -0.6399
C 0.4167 -1.2011 -5.0741 -0.016 -0.011 0.006 -0.2600
H -1.7034 4.1764 6.8306 0.030 0.003 0.007 0.3843
C -3.3926 0.2179 0.0978 -0.185 -0.106 0.017 -0.5373
H -4.7252 -1.0680 -1.0123 -0.016 0.022 -0.008 0.2805
H -5.1242 -2.6840 0.8234 -0.010 0.002 0.030 0.4306
H 3.3873 -4.7990 -1.2586 0.002 -0.001 0.002 0.3857
H 1.2980 -1.1915 2.5005 -0.012 0.021 0.028 0.2342
H -2.6173 0.0189 -2.2645 0.051 0.004 -0.080 0.7867
H -3.2796 0.5721 1.1281 -0.005 0.025 -0.046 -0.1623
H -0.4932 -3.4178 -2.3906 -0.011 -0.005 0.004 0.4006
H 6.0160 2.9761 -1.9865 -0.002 -0.001 -0.005 0.3922
H -0.9056 -2.0333 0.2391 -0.006 0.040 0.002 0.0613
C -1.3249 0.6227 -6.2240 -0.006 0.007 -0.007 -0.7477
H 6.4232 0.9761 -0.5924 -0.003 -0.003 -0.003 0.3962
C 0.5239 -3.1954 -2.0833 0.005 0.014 0.060 0.0272
C 2.1500 -0.8299 1.9216 -0.030 0.039 0.044 -0.9796
N -2.1168 -0.4055 -0.2834 0.254 0.345 0.025 0.6979
C -1.2211 0.5273 -4.8453 -0.012 -0.015 0.013 -0.5895
H 3.8221 4.1128 -1.8966 -0.003 0.006 0.000 0.3980
C 5.4625 1.4747 -0.5589 0.026 -0.012 -0.011 -0.5951
H 1.1036 -1.9173 -4.6384 0.007 -0.003 -0.002 0.2866
H 2.6075 -0.6036 -1.4662 0.015 0.039 0.018 0.4686
H -1.9037 2.1411 8.2452 -0.041 0.004 0.002 0.3788
H 1.0534 -5.2676 -1.9303 -0.001 -0.006 0.003 0.4045
H -0.6283 -0.1267 -8.1104 -0.006 -0.005 -0.002 0.3796
Br -1.9766 -1.0796 4.5272 0.058 -0.017 -0.008 -0.1558
H 1.2624 1.5212 -1.7511 0.032 -0.116 -0.142 0.5187
H 1.5841 3.0051 2.8855 0.034 0.029 -0.014 0.3300
C 4.4561 0.9897 0.2658 -0.023 -0.006 -0.021 -0.2492
C 4.0031 3.2355 -1.2885 -0.023 0.018 0.005 -0.6011
H 4.6494 0.1083 0.8679 0.001 -0.015 -0.003 0.3289
H 1.3058 1.5364 3.8285 0.011 -0.030 0.037 0.2796
H -3.5530 1.0875 -0.5419 0.031 0.019 0.034 0.4354
H -5.4798 -0.2296 0.3399 -0.009 0.006 -0.023 0.4504
C -0.5526 -0.1997 -7.0330 -0.003 -0.003 -0.018 -0.4314
O -0.8418 0.6997 2.4136 0.091 0.081 -0.085 -0.4481
H 2.9603 2.0039 3.3891 -0.010 0.041 0.014 0.4925
C 5.2347 2.5973 -1.3399 0.028 0.005 -0.007 -0.4861
H -2.0063 -0.0792 7.1768 -0.011 0.000 -0.005 0.4043
C -1.2515 1.8204 2.9088 -0.260 -0.043 0.307 0.6401
C -4.3069 -1.9653 0.9059 0.004 -0.012 -0.057 -0.6385
H -2.0057 1.3373 -6.6687 -0.003 0.009 -0.003 0.3901
H -2.3673 -1.6869 -1.9924 -0.120 0.035 0.051 0.2047
C 3.1365 -2.6697 -1.3307 0.020 0.005 0.003 -0.4122
C 2.2552 -1.6240 -1.5724 0.048 0.034 -0.050 -0.4836
Au -0.2347 0.9589 0.4125 -0.010 -0.656 0.264 0.5535
C -1.8520 -1.5883 0.5577 -0.088 -0.197 0.004 0.0324
C 2.7046 -3.9815 -1.4523 0.006 -0.013 -0.006 -0.5710
C -1.8744 0.8094 6.5755 -0.032 -0.027 -0.010 -0.7034
H -4.2581 -1.6444 1.9515 0.008 -0.010 0.022 0.1820
H -1.7333 -1.2328 1.5824 0.037 -0.033 -0.006 -0.1812
C -4.5722 -0.7474 0.0233 0.040 -0.017 0.040 -0.6843
C -1.7054 3.1928 6.3805 -0.038 -0.005 0.009 -0.6776
H 2.0409 3.2469 -0.4344 -0.013 0.024 -0.004 0.4225
C 3.2082 1.6141 0.3274 0.048 -0.153 0.041 0.5808
C 0.2619 1.1425 -1.5685 0.213 0.264 0.303 -0.9779
C 0.3171 -1.1121 -6.4566 0.011 -0.011 0.002 -0.7125
C -1.9869 -0.6938 -1.7248 -0.061 -0.185 -0.054 -0.8839
C -1.8329 2.0590 7.1685 0.033 0.033 0.009 -0.4356
C 3.0021 2.7461 -0.4630 0.083 0.064 0.073 -0.3982
H -2.7345 -3.4387 1.1873 0.005 -0.003 0.004 0.4422
H -0.4507 1.9118 -1.8995 0.063 0.065 -0.063 0.6632
C -2.9815 -2.6155 0.5137 -0.013 0.050 -0.035 -0.6888
H 0.9206 -1.7560 -7.0838 0.008 0.002 -0.001 0.3902
H -3.0703 -3.0432 -0.4899 0.010 -0.042 0.020 0.2458
```
Positions in Å, forces in eV/Å.

Computed properties:
* E_tot: -4813.013480 Ha
* HOMO-LUMO gap: 8.678 eV
* HOMO level: -8.3 eV
* net charge: 0
* relative energy (zero: lowest compared OMol25 entry of this formula, charge and spin): 0.000 eV
* LUMO: 0.36 eV

---

Which formula does entry 2 have?
C34H38N4O2